No. 1
Molecular formula: C3H4O2S
Method: DFT, wB97M-V/def2-TZVPD

Structure (XYZ):
```
10
Properties=species:S:1:pos:R:3
O -1.433 1.430 0.290
C -0.342 1.276 -0.207
C 0.432 -0.010 -0.023
S 1.991 -0.119 -0.032
C -0.634 -1.151 0.388
O -1.777 -1.140 -0.451
H 0.272 2.135 -0.658
H -0.840 -0.906 1.499
H -0.182 -2.110 0.247
H -2.162 -0.234 -0.238
```

Summary:
Calculated total energy ... -665.3176 Eh
LUMO level ... -1.5 eV
SMILES ... O=CC(=S)CO
Energy above the lowest of the compared OMol25 structures with the same formula, charge and spin ... 178.7 kJ/mol
Charge ... 0
HOMO ... -9.28 eV



No. 2
Molecular formula: C9H6N2
Method: DFT, wB97M-V/def2-TZVPD

Structure (XYZ):
```
17
Properties=species:S:1:pos:R:3
N -4.293 -0.505 -0.242
C -3.195 -0.040 0.081
C -1.862 0.571 0.090
C -0.451 -0.033 -0.218
C -0.088 -1.383 0.092
C 1.148 -1.704 0.188
C 2.276 -0.847 -0.022
C 1.999 0.401 -0.231
C 0.761 0.914 -0.371
C 0.274 2.162 -0.315
N 0.165 3.306 0.348
H -2.091 1.301 -0.775
H -1.462 1.109 1.086
H -0.848 -2.195 0.341
H 1.494 -2.807 0.215
H 3.363 -1.339 -0.328
H 2.812 1.087 0.061
```

Summary:
Calculated total energy ... -455.8517 Eh
LUMO level ... -0.8 eV
SMILES ... N#CCc1ccccc1C#N
Energy above the lowest of the compared OMol25 structures with the same formula, charge and spin ... 467.6 kJ/mol
Charge ... 0
HOMO ... -9.48 eV



No. 3
Molecular formula: C32H33BrIN4O3PRe
Method: DFT, wB97M-V/def2-TZVPD

Structure (XYZ):
```
76
Properties=species:S:1:pos:R:3
Re -0.075 -0.059 -0.452
O 2.681 -2.549 1.097
C 1.934 -2.553 2.249
C 1.813 -3.775 2.900
C 1.049 -3.880 4.048
C 0.409 -2.758 4.569
C 0.547 -1.546 3.921
C 1.299 -1.421 2.748
C 1.242 -0.072 2.086
O -0.021 0.120 1.486
N 2.329 0.141 1.085
N 1.887 0.299 -0.214
C 2.662 0.731 -1.146
C 2.274 0.808 -2.538
Br 0.452 0.310 -2.931
C 3.133 1.106 -3.515
C 2.895 1.157 -4.966
C 1.805 1.831 -5.514
C 1.628 1.860 -6.888
C 2.532 1.210 -7.718
C 3.626 0.549 -7.177
C 3.818 0.536 -5.806
H 2.942 -1.634 0.908
H 2.346 -4.625 2.493
H 0.970 -4.834 4.552
H -0.168 -2.826 5.482
H 0.063 -0.662 4.325
H 1.373 0.698 2.849
H 3.050 0.803 1.346
H 3.686 1.008 -0.904
H 4.152 1.300 -3.182
H 1.115 2.364 -4.868
H 0.793 2.401 -7.314
H 2.392 1.231 -8.790
H 4.340 0.057 -7.824
H 4.687 0.042 -5.385
C -1.645 4.162 0.484
P -0.963 3.280 -0.898
C -2.313 2.988 -2.027
C 0.218 4.346 -1.705
O -0.268 2.006 -0.416
H -2.214 5.025 0.130
H -0.840 4.506 1.134
H -2.305 3.500 1.045
H -2.587 3.931 -2.504
H -3.180 2.610 -1.481
H -2.025 2.275 -2.801
H -0.286 5.136 -2.263
H 0.831 3.753 -2.387
H 0.866 4.801 -0.955
I 2.001 -2.730 -2.322
C 0.534 -3.148 -0.913
C 0.289 -4.489 -0.679
C -0.626 -4.862 0.291
C -1.261 -3.876 1.026
C -0.979 -2.564 0.740
N -0.116 -2.179 -0.241
H 0.826 -5.230 -1.251
H -0.822 -5.910 0.477
H -1.952 -4.108 1.824
H -1.415 -1.767 1.318
C -2.650 0.202 0.183
C -4.006 -0.142 0.067
C -4.804 -0.288 1.231
C -6.148 -0.554 1.133
C -6.742 -0.690 -0.127
C -5.970 -0.579 -1.292
C -4.627 -0.315 -1.196
C -8.156 -0.945 -0.231
N -9.285 -1.140 -0.317
H -2.199 0.421 1.141
H -2.159 0.482 -0.765
H -4.340 -0.184 2.205
H -6.756 -0.663 2.021
H -6.443 -0.713 -2.256
H -4.025 -0.251 -2.096
```

Summary:
Expectation value of S² ... 3.82
Calculated total energy ... -4974.7142 Eh
LUMO level (spin up / spin down) ... -6.0 / -7.0 eV
Multiplicity ... 4
Energy above the lowest of the compared OMol25 structures with the same formula, charge and spin ... 0.0 kJ/mol
Charge ... +2
HOMO (spin up / spin down) ... -12.95 / -13.20 eV



No. 4
Molecular formula: C21H24N2O2
Method: DFT, wB97M-V/def2-TZVPD

Structure (XYZ):
```
49
Properties=species:S:1:pos:R:3
C -4.728 0.421 2.238
N -3.482 -0.230 2.677
C -3.464 -1.678 2.522
C -2.330 0.464 2.808
C -1.045 -0.016 2.887
C 0.116 0.887 2.987
C 1.425 0.238 2.496
C 2.223 0.920 1.566
C 3.301 0.294 0.914
C 3.676 -1.013 1.258
C 2.907 -1.704 2.198
C 1.774 -1.092 2.791
N 0.401 1.930 4.391
C 1.710 2.432 4.443
O 2.395 2.835 3.513
O 2.213 2.338 5.709
C 1.217 1.786 6.596
C -0.060 1.661 5.745
C -1.088 2.602 6.402
C -2.531 2.500 5.938
C -2.856 3.036 4.694
C -4.181 3.025 4.251
C -5.177 2.439 5.040
C -4.864 1.923 6.295
C -3.541 1.938 6.748
H -5.470 -0.352 1.993
H -5.154 1.051 3.034
H -4.537 1.050 1.352
H -4.508 -2.007 2.430
H -2.923 -1.964 1.604
H -3.005 -2.177 3.388
H -2.477 1.551 2.765
H -0.892 -1.099 2.814
H -0.067 1.876 2.484
H 1.961 1.928 1.269
H 3.892 0.861 0.192
H 4.579 -1.493 0.814
H 3.216 -2.710 2.535
H 1.156 -1.713 3.448
H 1.117 2.481 7.466
H 1.473 0.768 6.960
H -0.454 0.631 5.718
H -0.720 3.639 6.266
H -1.075 2.334 7.473
H -2.041 3.432 4.073
H -4.410 3.450 3.273
H -6.203 2.397 4.668
H -5.650 1.495 6.924
H -3.258 1.522 7.720
```

Summary:
Calculated total energy ... -1074.5425 Eh
LUMO level ... 0.5 eV
SMILES ... CN(C)/C=C/[C@H](c1ccccc1)N1C(=O)OC[C@H]1Cc1ccccc1
Energy above the lowest of the compared OMol25 structures with the same formula, charge and spin ... 396.7 kJ/mol
Charge ... 0
HOMO ... -7.95 eV



No. 5
Molecular formula: C5H13N3O
Method: DFT, wB97M-V/def2-TZVPD

Structure (XYZ):
```
22
Properties=species:S:1:pos:R:3
C 1.766 -1.680 -0.002
C -0.348 -1.611 1.275
C -0.868 -0.454 -1.507
C -0.124 1.285 0.023
C -0.696 2.307 -0.871
H 1.644 -2.413 -1.007
H 1.786 -2.312 1.122
H 2.797 -1.074 -0.322
H -1.255 -1.936 0.709
H 0.446 -2.657 1.573
H -0.797 -1.069 2.416
H -1.887 -0.785 -1.274
H -0.756 0.373 -2.331
H -0.445 -1.531 -1.736
H 0.115 2.347 -1.810
H -0.837 3.317 -0.356
H -1.809 1.953 -1.465
H 0.051 2.583 2.706
N 0.615 -0.904 0.393
N 0.070 0.059 -0.464
N 0.223 1.355 1.209
O 0.309 2.845 1.719
```

Summary:
Calculated total energy ... -437.5052 Eh
LUMO level ... 0.7 eV
Energy above the lowest of the compared OMol25 structures with the same formula, charge and spin ... 916.0 kJ/mol
Charge ... 0
HOMO ... -8.42 eV



No. 6
Molecular formula: C30H57FN11O22P
Method: DFT, wB97M-V/def2-TZVPD

Structure (XYZ):
```
122
Properties=species:S:1:pos:R:3
C 7.001 -2.221 1.325
C 6.084 -0.941 0.954
O 6.861 0.266 1.181
C 6.109 1.255 1.913
C 5.201 2.213 0.978
C 5.924 3.422 0.318
C 7.493 3.739 0.469
C 8.360 2.894 -0.595
C 7.806 2.949 -2.102
O 8.095 4.240 -2.733
C 5.103 4.444 -0.592
F 5.748 5.547 -1.212
C 3.594 4.163 -0.757
C 2.869 2.920 -0.112
N 1.465 2.766 -0.375
C 0.893 1.603 0.235
P -0.971 1.340 -0.153
C -1.944 0.850 1.389
C -3.536 0.901 1.015
C -1.212 0.144 -1.601
C -1.362 1.072 -2.944
C 1.755 0.630 1.106
C 0.999 -0.679 1.702
O 0.404 -0.475 3.010
C 1.003 0.590 3.742
C 0.365 2.030 4.006
O 2.148 0.364 4.248
N 3.150 0.725 1.409
C 3.650 1.909 0.763
H 6.996 -2.371 2.466
H 8.073 -2.086 0.930
H 6.573 -3.164 0.833
H 5.140 -1.022 1.596
H 5.767 -0.935 -0.151
H 5.396 0.801 2.701
H 6.799 1.969 2.512
H 7.852 3.449 1.515
H 7.702 4.861 0.329
H 9.455 3.229 -0.601
H 8.334 1.793 -0.274
H 8.383 2.154 -2.700
H 6.695 2.692 -2.199
H 7.389 4.331 -3.419
H 2.957 4.879 -1.375
H -1.812 1.547 2.282
H -1.751 -0.264 1.647
H -4.131 0.616 1.959
H -3.835 1.908 0.567
H -3.757 0.059 0.253
H -2.252 -0.347 -1.472
H -0.376 -0.621 -1.748
H -1.700 2.126 -2.599
H -2.209 0.648 -3.605
H -0.372 1.216 -3.494
H 1.812 -1.492 1.817
H 0.260 -1.081 0.919
H 0.719 2.348 5.062
H 0.853 2.761 3.277
H -0.776 2.059 4.027
C -4.808 -1.040 -5.889
N -3.810 -0.387 -5.003
O -4.218 0.077 -3.941
O -2.652 -0.361 -5.403
H -5.786 -0.991 -5.412
H -4.813 -0.500 -6.834
H -4.498 -2.076 -6.026
C -6.799 -3.167 -9.772
N -6.368 -2.154 -8.774
O -5.374 -1.496 -9.037
O -7.043 -2.055 -7.760
H -6.112 -3.144 -10.616
H -6.778 -4.140 -9.283
H -7.808 -2.906 -10.090
C -9.937 -1.476 -5.787
N -10.290 -2.857 -6.210
O -11.210 -2.983 -7.001
O -9.629 -3.766 -5.731
H -10.601 -0.774 -6.287
H -10.061 -1.421 -4.706
H -8.901 -1.299 -6.076
C 7.278 -0.349 5.158
N 8.495 -0.919 5.792
O 9.104 -0.209 6.576
O 8.795 -2.060 5.480
H 7.132 0.666 5.525
H 7.438 -0.349 4.079
H 6.435 -0.983 5.433
C -5.307 -2.115 4.271
N -4.814 -2.130 2.869
O -5.579 -2.534 2.008
O -3.674 -1.733 2.683
H -6.328 -2.492 4.287
H -4.650 -2.757 4.857
H -5.269 -1.084 4.622
C -1.942 1.617 6.594
N -3.232 0.954 6.268
O -3.840 0.426 7.187
O -3.591 0.987 5.102
H -1.751 1.510 7.660
H -1.165 1.125 6.011
H -2.035 2.668 6.323
C 11.400 2.415 -5.025
N 10.518 1.228 -4.881
O 9.709 1.239 -3.966
O 10.668 0.328 -5.691
H 11.156 3.131 -4.242
H 12.430 2.073 -4.928
H 11.216 2.843 -6.010
C -6.004 0.210 9.527
N -5.605 1.220 10.541
O -4.621 1.902 10.297
O -6.293 1.294 11.547
H -5.306 0.256 8.692
H -5.968 -0.768 10.006
H -7.014 0.454 9.200
C -9.259 -6.605 -3.761
N -10.146 -7.787 -3.605
O -10.956 -7.764 -2.692
O -9.998 -8.697 -4.405
H -9.500 -5.880 -2.986
H -8.230 -6.951 -3.659
H -9.439 -6.186 -4.751
```

Summary:
Calculated total energy ... -3874.8984 Eh
LUMO level ... -1.0 eV
SMILES ... CCOCc1c(CCCO)c(F)cc2nc(P(CC)CC)c(COC(C)=O)nc12.C[N+](=O)[O-].C[N+](=O)[O-].C[N+](=O)[O-].C[N+](=O)[O-].C[N+](=O)[O-].C[N+](=O)[O-].C[N+](=O)[O-].C[N+](=O)[O-].C[N+](=O)[O-]
Energy above the lowest of the compared OMol25 structures with the same formula, charge and spin ... 0.0 kJ/mol
Charge ... 0
HOMO ... -7.77 eV



No. 7
Molecular formula: C15H31CoF5OP2Te
Method: DFT, wB97M-V/def2-TZVPD

Structure (XYZ):
```
56
Properties=species:S:1:pos:R:3
P 0.369 -2.245 1.043
P -0.158 2.037 1.743
C -0.022 -0.574 -0.175
C 0.406 0.897 0.164
H -1.029 -0.684 -0.631
H 0.776 -0.996 -0.788
H 1.495 0.984 0.030
H -0.047 1.510 -0.604
C -1.793 2.762 1.365
H -2.146 3.027 2.387
H -2.438 1.979 0.899
H -1.697 3.640 0.698
C 1.326 3.053 2.028
H 1.278 3.981 1.421
H 2.251 2.484 1.761
H 1.306 3.292 3.103
C -0.900 -3.431 0.689
H -1.063 -4.204 1.447
H -0.624 -3.914 -0.256
H -1.841 -2.893 0.517
C 2.093 -2.660 0.799
H 2.715 -1.751 0.750
H 2.162 -3.156 -0.175
H 2.535 -3.330 1.559
Co -0.426 -0.140 1.656
C 0.514 1.329 -2.818
C -0.820 1.363 -2.634
C -1.763 0.691 -3.571
C -1.389 -0.742 -3.971
C -0.694 -1.550 -2.890
C 0.648 -1.619 -2.848
C 1.546 -0.846 -3.747
C 1.158 0.627 -3.991
C 0.324 -1.884 2.804
H 1.193 1.986 -2.256
H -1.329 2.006 -1.916
H -1.858 1.268 -4.508
H -2.768 0.673 -3.136
H -2.309 -1.271 -4.227
H -0.837 -0.743 -4.923
H -1.328 -2.218 -2.292
H 1.179 -2.339 -2.220
H 1.603 -1.316 -4.746
H 2.578 -0.863 -3.368
H 2.071 1.168 -4.228
H 0.566 0.729 -4.916
H 1.075 -1.179 3.147
H 0.589 -2.853 3.236
H -0.688 -1.622 3.114
F -1.286 -0.504 5.828
Te -0.557 1.274 5.175
F -0.216 2.058 6.877
F -0.018 3.030 4.520
F -2.383 1.998 5.064
F 1.314 0.588 5.010
O -0.646 1.094 3.001
```

Summary:
Expectation value of S² ... 3.77
Calculated total energy ... -3497.9085 Eh
LUMO level (spin up / spin down) ... -0.1 / -0.5 eV
Multiplicity ... 4
Charge ... 0
HOMO (spin up / spin down) ... -4.88 / -6.46 eV



No. 8
Molecular formula: C58H51F5N4O5ScTe
Method: DFT, wB97M-V/def2-TZVPD

Structure (XYZ):
```
125
Properties=species:S:1:pos:R:3
Sc 0.384 -0.753 -0.025
C -3.760 6.902 -7.494
O -2.451 6.482 -7.178
C -2.320 5.513 -6.222
C -3.383 4.820 -5.661
C -3.132 3.850 -4.697
C -1.842 3.557 -4.275
C -0.786 4.263 -4.856
C -1.020 5.225 -5.819
C -1.654 2.525 -3.229
C -0.926 2.730 -2.072
C 0.577 2.727 -2.316
C 0.850 1.415 -2.313
C -0.290 0.558 -1.790
N -1.106 1.611 -1.161
C -2.307 1.412 -0.553
C -2.672 0.254 0.103
C -3.975 -0.153 0.563
C -3.878 -1.469 0.904
C -2.510 -1.870 0.649
C -1.985 -3.211 0.524
C -2.835 -4.362 0.948
C -3.578 -5.038 -0.015
C -4.444 -6.078 0.306
C -4.585 -6.459 1.634
O -5.410 -7.461 2.066
C -6.214 -8.094 1.095
C -3.852 -5.801 2.616
C -2.996 -4.771 2.275
C -0.992 -3.403 -0.420
N -0.495 -2.366 -1.168
C -0.193 -2.881 -2.407
C -0.388 -2.220 -3.581
C -0.217 -2.962 -4.866
C 0.722 -2.531 -5.808
C 0.875 -3.177 -7.017
C 0.079 -4.280 -7.323
O 0.302 -4.858 -8.543
C -0.459 -6.002 -8.860
C -0.872 -4.716 -6.412
C -1.011 -4.048 -5.197
C -1.076 -0.933 -3.754
C -1.926 -0.684 -4.844
C -2.479 0.586 -4.700
C -1.954 1.145 -3.542
N -1.115 0.171 -2.957
C -0.081 -4.348 -2.273
C -0.607 -4.665 -1.081
N -1.810 -0.811 0.252
C -3.294 2.528 -0.594
C -4.439 2.431 -1.366
C -5.410 3.428 -1.341
C -5.232 4.534 -0.522
O -6.128 5.559 -0.410
C -7.364 5.409 -1.074
C -4.077 4.647 0.250
C -3.122 3.652 0.212
H -3.655 7.743 -8.174
H -4.301 7.224 -6.600
H -4.328 6.109 -7.990
H -4.403 5.019 -5.958
H -3.965 3.324 -4.245
H 0.232 4.048 -4.562
H -0.202 5.767 -6.275
H 1.210 3.546 -2.616
H 2.041 -0.090 -2.340
H -4.859 0.466 0.581
H -4.667 -2.120 1.248
H -3.481 -4.734 -1.051
H -4.999 -6.567 -0.482
H -6.823 -8.819 1.629
H -5.607 -8.615 0.348
H -6.867 -7.378 0.588
H -3.968 -6.114 3.646
H -2.435 -4.280 3.056
H 1.341 -1.673 -5.577
H 1.606 -2.847 -7.743
H -0.116 -6.335 -9.837
H -1.527 -5.772 -8.913
H -0.302 -6.802 -8.131
H -1.513 -5.558 -6.629
H -1.769 -4.378 -4.496
H -2.128 -1.387 -5.634
H -3.152 1.079 -5.383
H 0.269 -5.022 -3.038
H -0.760 -5.650 -0.667
H -4.575 1.564 -2.002
H -6.289 3.324 -1.961
H -7.968 6.267 -0.791
H -7.872 4.490 -0.767
H -7.238 5.401 -2.161
H -3.952 5.521 0.875
H -2.223 3.746 0.808
C 1.496 -1.339 2.176
C 1.848 0.010 1.908
C 0.703 0.821 2.154
C -0.315 -0.022 2.643
C 0.169 -1.346 2.662
C -0.518 -2.519 3.281
C -1.645 0.430 3.161
C 0.674 2.322 2.165
C 3.273 0.463 1.896
C 2.494 -2.458 2.213
H -0.283 -3.453 2.769
H -1.600 -2.391 3.261
H -0.220 -2.629 4.331
H -1.993 1.330 2.653
H -1.590 0.658 4.231
H -2.415 -0.331 3.026
H -0.344 2.694 2.030
H 1.284 2.773 1.382
H 1.034 2.714 3.122
H 3.364 1.553 1.905
H 3.864 0.036 1.075
H 3.782 0.116 2.803
H 2.026 -3.402 2.497
H 3.284 -2.251 2.944
H 2.980 -2.602 1.246
F 5.093 2.369 0.037
Te 3.477 1.925 -0.817
F 2.975 3.682 -0.107
F 3.862 2.928 -2.340
F 4.642 0.613 -1.618
F 2.117 -1.042 -0.848
O 2.008 0.822 -2.716
```

Summary:
Calculated total energy ... -4364.1747 Eh
LUMO level ... 1.8 eV
Energy above the lowest of the compared OMol25 structures with the same formula, charge and spin ... 363.1 kJ/mol
Charge ... -1
HOMO ... -3.93 eV



No. 9
Molecular formula: CH3IOS
Method: DFT, wB97M-V/def2-TZVPD

Structure (XYZ):
```
7
Properties=species:S:1:pos:R:3
C -0.262 -0.229 0.750
O -0.147 -1.318 -1.800
S 1.015 0.121 -0.524
I 0.824 2.417 -1.170
H -1.056 0.440 0.593
H 0.132 -0.171 1.812
H -0.505 -1.259 0.340
```

Summary:
Calculated total energy ... -810.8411 Eh
LUMO level (spin up / spin down) ... -1.7 / -1.7 eV
Energy above the lowest of the compared OMol25 structures with the same formula, charge and spin ... 382.9 kJ/mol
Charge ... 0
HOMO (spin up / spin down) ... -9.79 / -9.80 eV



No. 10
Molecular formula: C3H7NOS
Method: DFT, wB97M-V/def2-TZVPD

Structure (XYZ):
```
13
Properties=species:S:1:pos:R:3
C 2.111 -0.163 0.414
C -0.617 -0.280 -0.180
C -1.913 -1.042 0.086
H 2.058 -0.499 1.648
H 1.668 1.259 0.277
H 3.210 -0.410 -0.147
H -1.877 -1.751 0.861
H -2.703 -0.062 0.095
H -2.231 -1.535 -0.926
H -0.177 2.710 -0.741
N -0.819 1.003 -0.272
O 0.275 1.749 -0.386
S 1.014 -0.978 -0.728
```

Summary:
Calculated total energy ... -646.4757 Eh
LUMO level ... 0.4 eV
Energy above the lowest of the compared OMol25 structures with the same formula, charge and spin ... 620.3 kJ/mol
Charge ... 0
HOMO ... -8.39 eV